{
  "formula": "C54H41ClF10N5OPTi",
  "method": "the ωB97M-V functional and the def2-TZVPD basis",
  "symbols": ["C", "C", "H", "H", "C", "H", "C", "H", "H", "H", "O", "H", "F", "C", "H", "H", "F", "F", "C", "C", "N", "C", "C", "C", "H", "C", "C", "C", "N", "H", "H", "C", "C", "C", "C", "H", "H", "C", "H", "F", "H", "C", "C", "C", "C", "H", "H", "H", "H", "C", "C", "H", "C", "C", "C", "C", "C", "C", "C", "H", "C", "H", "H", "H", "H", "H", "N", "C", "Cl", "C", "H", "F", "H", "C", "C", "C", "H", "C", "C", "H", "H", "C", "Ti", "C", "F", "F", "C", "C", "H", "H", "C", "C", "H", "H", "F", "F", "H", "C", "N", "H", "C", "H", "C", "C", "F", "C", "C", "C", "C", "P", "C", "H", "H", "N"],
  "positions_angstrom": [[4.68, 1.89, 2.85], [2.76, -4.48, -1.15], [2.92, -2.60, 1.22], [-1.79, -3.06, 2.89], [-2.97, 2.63, 3.22], [2.28, -2.23, 5.21], [-3.97, 1.09, 4.77], [0.22, -6.37, -2.33], [-3.40, 2.98, -1.58], [2.71, -6.31, -2.27], [1.83, 0.59, 0.19], [-4.11, -3.19, -2.62], [-3.88, 3.39, 5.27], [0.73, 4.27, -1.71], [3.79, -2.26, -0.28], [5.78, 0.13, 2.29], [-0.20, -2.38, -3.34], [-4.00, -1.20, 4.17], [0.02, -4.55, -1.24], [2.80, -2.38, 0.16], [-1.85, 1.61, -1.43], [-0.69, 0.36, -3.14], [3.59, 2.67, 2.59], [0.64, -3.48, -0.59], [1.74, -4.40, 4.12], [0.74, -5.57, -1.84], [-0.26, 5.20, 0.29], [-2.54, -2.76, -1.23], [-2.03, 1.86, 1.09], [-2.24, 1.80, -3.51], [2.44, 2.55, -3.88], [1.29, -1.06, 3.72], [0.68, 5.44, -3.81], [1.67, 3.18, 1.16], [-3.63, 2.38, 4.42], [-3.21, -4.07, 3.06], [4.13, -0.61, 0.62], [-2.57, 3.04, 0.43], [-3.63, 3.18, 0.68], [-2.81, -0.70, 1.85], [-3.41, 0.73, -0.33], [2.78, 1.02, 1.01], [1.33, -0.73, -2.57], [0.56, -1.05, 2.53], [-1.39, 1.64, -2.83], [-1.06, -4.61, -1.28], [1.72, 4.42, -5.37], [-1.41, -0.47, -3.21], [0.65, 1.06, 2.43], [-3.64, 0.07, 3.89], [0.04, 0.26, 2.00], [-1.94, -2.25, -1.98], [1.83, 3.36, -3.49], [0.71, -3.46, 2.49], [-0.64, 6.35, -0.44], [3.39, -2.47, -3.51], [2.04, -3.46, -0.55], [3.96, 0.29, 1.20], [4.88, 0.71, 2.13], [-0.71, 2.48, -2.93], [1.41, -3.47, 3.68], [3.84, -4.45, -1.11], [-1.80, 3.69, -1.50], [-3.64, 0.74, -2.12], [0.51, -4.40, 1.98], [-0.95, 0.41, 2.37], [0.72, 2.94, 0.33], [-4.50, -3.98, -0.66], [5.86, 2.38, 4.02], [-2.43, 2.90, -1.08], [-4.60, -4.65, 1.37], [4.98, -0.88, -2.76], [-1.71, -4.77, 2.47], [0.34, 4.15, -0.34], [2.69, -0.41, -2.48], [1.08, -1.95, -3.20], [-0.24, 0.44, -4.14], [0.32, 5.39, -2.44], [-4.01, -4.12, 0.63], [0.37, 6.28, -4.41], [1.53, -0.12, 4.20], [-3.75, -3.30, -1.60], [0.03, 0.80, -0.09], [-0.40, 6.43, -1.78], [-4.59, 0.83, 5.93], [-2.56, 3.91, 3.02], [-2.92, 0.61, -1.29], [0.29, -2.26, 1.91], [3.46, 3.62, 3.09], [-0.72, 7.29, -2.35], [2.63, 2.23, 1.67], [3.70, -1.26, -2.90], [-2.52, -0.39, -1.33], [-5.46, -4.41, -0.92], [1.73, -3.96, -4.24], [3.10, 0.81, -2.05], [1.88, 4.22, 1.40], [2.06, -2.80, -3.67], [1.51, 3.28, -2.23], [-2.09, 3.97, 0.73], [-2.34, -3.88, 2.44], [2.29, -1.41, 0.10], [-2.64, 1.64, 2.29], [1.72, -2.25, 4.29], [4.37, -3.30, -3.90], [1.42, 4.42, -4.33], [-3.01, 0.35, 2.69], [-2.78, -3.59, 1.02], [2.13, -5.54, -1.80], [-0.36, -2.15, 0.23], [-2.04, -2.87, 0.07], [-0.48, 5.13, 1.34], [-1.16, 7.15, 0.07], [0.34, 0.15, -2.13]],
  "lowdin_charge": [-0.66, -0.05, 0.10, 0.06, -0.13, 0.10, -0.15, 0.11, 0.13, 0.11, -0.23, 0.11, 0.11, -0.19, 0.08, 0.11, 0.08, 0.11, -0.07, -0.05, -0.25, -0.23, -0.04, -0.28, 0.10, -0.07, -0.04, -0.16, -0.04, 0.13, 0.11, -0.03, -0.01, -0.04, -0.14, 0.08, 0.09, -0.22, 0.13, 0.08, 0.09, -0.28, -0.20, -0.27, -0.18, 0.10, 0.10, 0.10, 0.07, -0.13, -0.18, 0.08, -0.12, -0.11, -0.05, -0.15, -0.26, 0.03, -0.06, 0.10, -0.07, 0.12, 0.10, 0.11, 0.11, 0.02, 0.08, -0.07, 0.67, -0.16, 0.11, 0.11, 0.08, -0.22, -0.14, -0.15, 0.14, -0.16, -0.04, 0.12, 0.12, -0.07, 1.12, -0.03, 0.11, 0.07, -0.05, -0.35, 0.12, 0.11, -0.14, -0.14, 0.04, 0.10, 0.12, 0.09, 0.15, -0.15, 0.14, 0.06, -0.04, 0.04, -0.24, -0.07, 0.12, -0.04, -0.15, -0.24, -0.08, 1.19, -0.32, 0.12, 0.11, -0.08],
  "e_tot_ha": -5081.02212,
  "lumo_energy_ev": -0.55,
  "charge": 0,
  "relative_energy_kj_mol": 253.9,
  "orbital_gap_ha": 0.2409
}